{
  "formula": "C5H10N2O",
  "method": "wB97M-V/def2-TZVPD",
  "species": ["C", "C", "C", "N", "C", "N", "H", "H", "H", "H", "H", "H", "C", "O", "H", "H", "H", "H"],
  "positions_angstrom": [[-0.49, -0.22, -2.59], [-0.99, -0.16, -1.20], [-1.70, 0.57, -0.33], [-1.59, 0.04, 0.98], [-0.76, -1.02, 0.80], [-0.40, -1.20, -0.43], [0.50, -0.67, -2.63], [-0.54, 0.72, -3.13], [-0.94, -1.10, -3.08], [-2.26, 1.48, -0.55], [-2.36, 0.24, 1.58], [-0.30, -1.66, 1.54], [2.11, 0.34, 0.82], [2.72, 1.30, 1.69], [1.05, 0.35, 0.97], [2.51, 0.59, -0.17], [2.54, -0.65, 1.02], [3.44, 0.99, 2.23]],
  "nbo_charge": [-0.650, 0.081, -0.114, -0.556, 0.171, -0.469, 0.243, 0.221, 0.232, 0.213, 0.423, 0.208, -0.239, -0.754, 0.182, 0.175, 0.164, 0.469],
  "smiles": "Cc1c[nH]cn1.CO",
  "e_tot_ha": -381.21627,
  "molar_mass_g_mol": 114.1,
  "homo_lumo_gap_ev": 9.74,
  "homo_energy_ev": -8.82
}